(1)
8
Properties=species:S:1:pos:R:3 method="wB97M-V/def2-TZVPD" homo_ev=-8.295 de_lowest_kcal_mol=0.0 energy_ev=-75143.041 orbital_gap_ev=8.32
N -2.0740 -2.9439 -0.2860
H 0.0431 0.3120 0.9874
Br -3.0970 0.5640 0.0497
C -1.5498 -0.5698 -0.1633
H 0.5552 -0.8572 -0.2084
N -1.8207 -1.8405 -0.1540
H -0.0586 0.9167 -0.5886
C -0.1971 0.0000 0.0184

***

(2)
62
Properties=species:S:1:pos:R:3 method="wB97M-V/def2-TZVPD" homo_ev="-11.783 / -13.548" de_lowest_kcal_mol=81.9 energy_ev=-49152.034 charge=+2 orbital_gap_ev="5.31 / 4.77" multiplicity=5
H 3.0228 1.8062 -4.3244
C -2.9305 1.8418 -3.7006
C -0.1155 -0.3675 0.8382
B 1.2080 -1.8797 -0.2324
C -0.3740 2.6062 -5.8215
P 0.6947 1.5222 -4.8309
H -3.0423 -0.2790 -3.3489
H 0.6635 -3.6553 -4.7503
C 1.5957 0.9388 2.0167
H 2.3795 -3.3555 0.8741
H 0.4654 1.2406 -1.0717
H -2.1597 -0.2411 1.4794
C -0.5749 3.0487 -1.6128
H 0.7894 2.0840 3.6545
H -1.2586 2.7751 -0.8218
H -4.0331 1.9744 -3.7808
H -1.2248 -3.4358 -4.6345
C 1.5295 -3.3632 0.1842
H -0.5397 4.2556 -3.3411
C 0.4200 1.9428 -1.9347
H 0.6986 0.2605 -6.9589
C -1.2296 3.5411 -2.8506
H 1.4597 2.2870 -2.0232
H -3.0432 0.7414 -1.8501
H 2.6308 1.1867 2.2013
C -1.3094 -2.7406 -3.7715
H -0.9493 -0.3177 -1.9326
H 2.0194 3.2112 -3.8029
H -2.2246 -2.1163 -3.8688
O 2.0404 -0.7579 0.2559
H -3.1438 3.9987 -3.6285
C 0.0124 1.0801 -3.1679
H -2.6327 1.5784 -4.7144
H -1.2767 2.0667 -6.1523
H 1.9406 -0.1987 -5.8247
H 0.7810 0.2679 -2.9446
H 0.6475 -3.8828 0.5971
C -1.1585 0.1299 1.6366
C 1.5110 -3.1045 -4.3129
H 1.8461 -3.9548 -0.6833
H -1.5639 1.4304 3.2897
H -1.3636 -3.3020 -2.8168
Pd 1.8596 -2.3154 -2.3890
H -1.0684 -0.8772 -5.6459
H 2.4977 3.0348 -5.5095
P 0.2469 -1.7622 -3.7420
H 1.9460 -3.9007 -3.6048
C 0.8868 0.0477 -5.8989
C -1.2275 0.3459 -2.7890
C -2.6155 0.6027 -2.8512
H 0.2227 -1.9561 -6.1128
C -2.4354 3.2034 -3.3392
C -0.0014 -1.0846 -5.4946
H 0.0891 3.8170 -1.1545
C 2.1890 2.4676 -4.6050
H -0.6913 3.4852 -5.2603
H 2.2450 -2.7733 -5.0479
C 1.2319 0.0345 1.0060
O -0.1860 -1.4335 -0.0018
H 0.2021 2.9240 -6.7091
C 0.5479 1.3957 2.8406
C -0.7739 1.0198 2.6408

***

(3)
10
Properties=species:S:1:pos:R:3 method="wB97M-V/def2-TZVPD" homo_ev="-3.234 / -2.700" de_lowest_kcal_mol=122.2 energy_ev=-17081.840 charge=-1 orbital_gap_ev="7.09 / 5.76"
H 0.6187 2.4530 0.4498
C -0.4164 2.5650 0.3623
S -1.1695 2.0816 -1.2128
H 1.3911 -1.9314 -0.5651
H -0.8175 2.1416 1.2693
O -2.5966 2.3890 -1.1137
O -0.4191 2.7307 -2.3218
H -0.0889 -0.6911 -1.0395
C 0.3138 -1.6822 -0.8459
H -0.2649 -2.6208 -0.9011

***

(4)
16
Properties=species:S:1:pos:R:3 method="wB97M-V/def2-TZVPD" homo_ev=-8.640 smiles=CC(C)[C@@H](O)SI de_lowest_kcal_mol=18.2 energy_ev=-25276.583 orbital_gap_ev=8.22
H 1.6891 -0.2961 1.4267
H 0.1913 -0.5222 -1.9268
I 4.6757 -0.0130 0.1581
H -1.4176 1.1327 1.1124
S 2.4819 0.5178 -0.7480
H -1.3407 0.4308 -1.3163
H 0.2201 1.6972 0.9291
H 1.1370 -2.2622 -0.6140
C -0.3153 0.2268 -1.2272
C -0.0811 -0.1975 0.1905
C -0.4049 0.8523 1.1521
O 1.7180 -1.9631 0.0684
H -0.7178 -1.0591 0.4906
H 0.0699 1.2090 -1.4378
H 0.0747 0.5374 2.1583
C 1.4068 -0.6451 0.3661

***

(5)
51
Properties=species:S:1:pos:R:3 method="wB97M-V/def2-TZVPD" homo_ev=-8.797 smiles="COc1cccc(/C=C/C(=O)OCC(=O)Nc2ccc(Cl)c(S(=O)(=O)N(C)C)c2)c1" de_lowest_kcal_mol=7.7 energy_ev=-59703.112 orbital_gap_ev=8.37
C -4.7735 1.1204 -0.7737
C 3.5758 -3.2040 1.0663
O -0.1139 3.3383 -0.7154
H -0.8074 5.1694 -4.6728
C 7.1816 -3.3166 0.6750
C -3.5487 -2.3430 1.8478
H -0.9465 5.9632 -3.0860
C -0.4640 2.6863 -3.4957
C -3.8598 3.1156 -1.7546
C -0.5192 5.1195 -3.6223
H -1.5112 1.5520 0.0742
C -4.1870 -1.2748 0.9559
C 0.0878 -2.3676 2.0200
H 7.4226 -2.2641 0.4953
H -4.1267 -2.4146 2.7732
C -1.2358 -2.8055 1.5840
N -1.0670 3.9152 -3.0397
H -0.9842 1.8559 -3.0217
H 7.6882 -3.9326 -0.0660
H -3.6016 -3.3029 1.3185
H 1.0454 -3.7033 0.7614
Cl -4.0289 4.5174 -2.7180
H 0.5990 2.6317 -3.2352
H 0.5729 5.1571 -3.5411
C 4.9194 -2.9175 1.2979
N -3.3299 -0.2697 0.6357
C 2.5670 -2.5946 1.8081
H 0.1032 -1.5802 2.7563
H -5.8758 2.4594 -2.0247
O -1.6112 5.2694 -0.9704
O -2.2039 -2.0608 2.1891
C -2.6401 2.8408 -1.1579
H 6.2869 -1.7682 2.5072
H 7.5206 -3.6035 1.6755
H 2.1662 -1.2066 3.4070
S -1.2399 3.9474 -1.3686
C 2.9253 -1.6859 2.8111
C -4.9270 2.2466 -1.5596
O -1.4817 -3.6834 0.7962
C 4.2548 -1.4087 3.0449
C -3.5468 0.8451 -0.1675
H 3.3338 -3.9099 0.2870
C 5.2572 -2.0111 2.2989
O 5.8073 -3.5687 0.5024
O -5.3379 -1.3633 0.6007
H -5.6002 0.4457 -0.6208
H -2.4053 -0.3329 1.0466
C -2.4804 1.7199 -0.3713
H 4.5286 -0.7091 3.8206
C 1.1919 -2.9263 1.5026
H -0.5797 2.6131 -4.5765

***

(6)
80
Properties=species:S:1:pos:R:3 method="wB97M-V/def2-TZVPD" homo_ev="-6.499 / -10.552" de_lowest_kcal_mol=0.0 energy_ev=-62796.619 charge=+1 orbital_gap_ev="4.50 / 7.57" multiplicity=3
C -1.9459 4.8918 -2.4666
H -2.6987 -0.6474 4.7135
C -0.7632 -2.2311 2.1923
H 3.4674 3.5496 -1.3162
C 2.6626 2.8749 -1.6378
H 0.7219 2.3393 -3.7437
H 3.1034 -0.5341 -4.1704
H -3.3118 0.6945 -0.1238
C -1.2253 -0.5727 -1.2672
H -1.3433 0.1557 5.5123
H -5.0141 -1.7583 2.1499
H -1.0932 -1.3985 4.7205
H 2.5426 2.9999 -2.7215
C -1.4379 3.4920 -0.4829
H 2.2328 -3.2839 -0.3644
H -4.2667 -0.6143 3.2717
C -2.0183 1.6776 3.3868
H -1.9655 6.9407 -3.1234
H 0.6413 -3.6875 1.3788
H -2.8799 5.1630 1.4738
P 1.6724 0.2326 -1.5746
H 0.6594 -0.7185 -3.4869
H 1.7479 3.2001 -1.1283
H 2.8547 1.2167 -4.4214
C 4.4087 1.1044 -1.8713
H 1.9465 0.0371 -5.3769
H -0.2228 1.1837 -4.6908
H -0.6571 -3.2447 0.2582
Pt -0.0578 0.2737 0.0068
C -3.1703 5.0318 0.4142
C -1.2723 0.3463 3.3806
H -4.8538 -0.0627 0.2945
C -3.8910 0.2737 0.7060
H -2.6503 5.7859 -0.1980
H -0.1291 3.8370 -1.9803
C 1.1991 0.2367 -3.3718
H -2.9152 2.9931 0.7498
H 1.0519 0.7820 1.0456
H 5.1393 1.8282 -1.4892
H -5.2272 4.5555 0.9918
H 2.8596 -1.7678 -2.3738
N 0.8548 -1.8535 0.3543
H -0.3452 6.2368 -3.0533
C 0.2180 1.3655 -3.7000
H -5.0398 4.9992 -0.7290
H -0.1914 0.5635 3.4028
C 2.3558 0.2396 -4.3748
C 1.6430 -2.4354 -0.7523
H 4.4028 1.1876 -2.9620
H -3.1075 1.5439 3.3554
H 3.1288 1.3902 -0.1692
N -1.0922 3.9884 -1.6671
H 4.7675 0.1087 -1.6031
H 0.9116 -2.8349 -1.4543
H -3.1308 -1.7264 0.6419
P -1.4104 -0.5519 1.7576
O -1.9095 -1.1122 -2.0247
C 3.0441 1.4451 -1.2668
H -0.6081 1.4403 -2.9838
H 3.4532 -1.2349 -0.7823
H -2.0525 4.4497 -3.4641
C 2.5471 -1.3856 -1.3912
C -4.6746 5.1901 0.2889
H -2.9273 4.9180 -1.9849
H -1.7083 2.3259 2.5590
H -1.7784 2.2095 4.3175
C -1.6252 -0.4485 4.6408
H -3.5981 -2.2585 3.0797
C -1.3213 6.2666 -2.5515
H 1.5053 -1.5942 1.0256
C -3.1964 -0.9109 1.3819
C -4.0486 -1.4126 2.5503
H -1.1774 6.7149 -1.5630
H -4.9219 6.2306 0.5286
S -0.2333 2.7261 0.4760
C 0.0046 -2.8551 1.0312
H -1.5944 -2.9074 2.4391
H -0.1169 -2.1475 3.0806
H -4.1075 1.0761 1.4232
N -2.7215 3.6544 -0.0143

***

(7)
15
Properties=species:S:1:pos:R:3 method="wB97M-V/def2-TZVPD" homo_ev=-9.066 de_lowest_kcal_mol=164.8 energy_ev=-13361.830 orbital_gap_ev=9.08
C 0.7270 -0.7074 1.3988
C -0.8166 0.9305 -0.3071
H 3.0011 0.8058 0.4129
H 1.0689 0.8013 -0.1362
H -0.1887 -2.3651 0.2049
N 1.8915 -0.0831 1.3285
O 2.5228 -0.2703 0.0370
N -1.9851 -1.0310 -1.2907
H -2.6259 -1.9008 -0.9310
O 0.3734 1.5436 -0.4458
O -1.8979 1.3939 -0.4499
C -0.0322 -1.3720 0.2680
H -2.6266 -0.0956 -1.1371
H 0.4957 -0.9565 2.3937
C -0.9542 -0.4890 -0.3934

***

(8)
78
Properties=species:S:1:pos:R:3 method="wB97M-V/def2-TZVPD" homo_ev="-6.767 / -6.844" energy_ev=-328151.310 orbital_gap_ev="7.14 / 7.21"
C 2.1160 -4.0132 0.4754
H -3.7464 -2.9324 -3.0236
H -0.5698 0.7821 -3.5925
H 0.4739 -5.3704 3.1535
H 1.4123 5.2564 -1.4764
H -0.9892 -5.2224 1.1515
H -2.6213 2.5791 -2.4972
C 3.1556 -0.2640 -2.8988
H 4.6707 -5.0401 2.4930
C 0.3872 4.9672 -1.2469
H 0.4612 -0.2648 -4.5617
Se -2.2601 -0.0452 -0.5824
H 3.5568 0.7204 -3.1503
C -0.3426 -4.3953 0.8421
H -3.2321 1.0358 -3.0997
Fe 0.5558 -2.1320 -1.0034
C 1.3732 1.5960 -1.2410
As 1.3219 -0.1651 -2.1749
H 3.9697 1.5388 -0.4366
C -5.4091 2.3405 -1.0352
C 0.9597 0.9982 1.2014
H 3.8143 -0.7562 -2.1836
H 4.2409 -3.9945 0.3030
H -4.0851 -0.6124 1.6662
H -5.9879 2.9911 -1.6580
H 2.7074 3.6696 -0.0955
H 0.0328 4.2855 -2.0190
H -4.1701 2.5283 -3.3821
H -6.4804 2.0924 0.8700
H 3.1186 -0.8801 -3.7997
C 2.0019 3.1606 0.5696
C 1.0229 -4.4276 1.3089
As 0.8745 -1.0004 1.2915
H 3.3113 -1.3697 2.0796
H -0.4585 -0.2605 3.3757
C 2.3470 -1.2914 2.5790
C -0.5503 -1.0724 2.6502
H 2.1742 -2.2273 3.1127
C -3.5293 1.9998 -2.6814
N -0.8125 -3.5235 0.0200
H 3.7134 1.1519 1.2668
C 1.0379 5.7301 1.4757
C 0.4664 0.5243 -3.8085
H 2.3784 -0.4738 3.3006
N -2.0623 -3.6811 -0.4450
H 1.2196 1.3516 2.2091
S -1.0937 -2.6400 -2.7313
H 1.9644 2.2697 -1.8753
H 0.3527 6.5751 1.4217
O 1.9583 -3.4411 -0.6721
C -2.2987 -3.2485 -1.6430
N -3.5523 -3.3798 -2.1459
C 3.2942 1.0511 0.2663
H -0.0668 1.3276 0.9920
H 0.3370 1.9612 -1.2447
H -4.3063 -3.5325 -1.5011
H 1.9805 6.0167 1.0110
C 3.4212 -4.2808 0.9447
H -3.6498 0.9323 2.4122
C 2.5916 -5.2433 2.9775
C 1.3020 -5.0508 2.5304
H -0.4917 -2.0303 3.1701
H 3.2289 -0.0126 0.0166
C -4.4213 0.4129 1.8364
As 0.2861 4.1596 0.5555
H -5.3536 0.4050 2.3990
H 2.7798 -5.7047 3.9363
C -3.7419 0.9997 -0.4571
N -4.2257 1.7888 -1.4473
C 3.6552 -4.8636 2.1675
H -0.2380 5.8609 -1.2700
N -4.6193 1.0665 0.5745
H -1.5160 -1.0085 2.1537
C 1.9007 1.6754 0.1946
H 2.4022 3.2453 1.5855
H 1.2210 5.5088 2.5263
H 0.9847 1.4013 -4.2047
C -5.6536 1.8948 0.2187

***

(9)
68
Properties=species:S:1:pos:R:3 method="wB97M-V/def2-TZVPD" homo_ev=-10.368 energy_ev=-130582.485 charge=+1 orbital_gap_ev=3.58
H 0.4580 0.5640 2.6910
C -3.0065 -0.6909 0.7397
C 4.1902 -1.3961 2.4822
C -3.1478 2.4406 2.6247
C -0.8810 0.4973 -1.2885
H -4.6052 -1.8623 1.7722
H 0.7836 -1.5989 -1.3966
H -4.0226 3.4476 4.4862
C 1.3348 3.4837 0.0917
Br -1.0872 4.7742 1.0386
H 1.2485 -4.2023 -2.1845
C 0.5841 -0.4572 2.2181
C -1.5307 1.1823 0.0407
H 4.0757 -3.5831 2.8994
H 0.1760 -3.9808 -4.5073
H 2.6076 -2.8687 1.9934
C 1.1551 -0.6258 -1.8472
C -2.8456 1.9487 -0.4053
H 4.9983 -1.2748 3.2890
O 1.4434 -3.5465 -2.8911
H -0.3396 -1.6786 -4.9835
O 2.5798 -0.4916 -1.6047
H -1.1754 -0.5921 -1.4079
C 3.3307 -2.7126 2.8618
H 1.9897 -1.2615 -3.8073
H -4.6716 -0.0261 2.0120
H 3.5359 -0.4706 2.5401
H -3.4245 -0.9848 2.9823
C 1.0146 -0.7766 -3.4439
H -2.0429 2.2057 2.6526
O -3.3814 -1.1662 -0.3434
C 0.1776 -3.3323 -3.5703
H -2.6610 2.8370 -1.1073
H 5.1336 -0.5186 -0.5268
O 4.7921 -1.6326 1.1924
F 1.6679 4.7797 0.5240
H -1.1590 -1.5294 -3.3515
C -3.4924 3.7522 3.5173
F 1.9948 2.5089 0.8760
H 0.6176 -1.2946 2.9860
H -0.5599 3.3111 -1.0501
H -4.2346 4.4434 2.9811
H -0.5447 1.4964 -3.1079
F 1.8606 3.3234 -1.2122
C 3.0405 -1.4748 -0.6550
H 3.5038 -2.3937 -1.1656
C -0.6319 -0.7725 1.2504
O -0.6153 -1.9028 0.6867
S -3.9189 2.6017 0.9597
C -3.9819 -0.9403 1.9971
H 1.5248 -0.4306 1.5660
N -1.7896 0.0814 1.0024
H 0.9588 0.2251 -3.9909
H 2.2722 -1.7908 0.1182
N -1.3449 1.1808 -2.5549
O 0.5590 0.5592 -1.3056
H -1.9785 0.5742 -3.0817
C 4.2557 -0.7812 0.1647
H 3.8488 0.2155 0.5360
O -0.4975 1.9794 0.6488
H -3.6729 1.5757 3.1639
H -2.5532 4.3073 3.8284
H 2.8130 -2.5442 3.8583
Ag -0.1700 -1.6737 -6.8922
H -3.5181 1.2629 -1.0362
C -0.2736 3.2348 0.0448
H -0.6298 -3.7731 -2.8821
C -0.1568 -1.7922 -3.8342

***

(10)
89
Properties=species:S:1:pos:R:3 method="wB97M-V/def2-TZVPD" homo_ev=-10.259 de_lowest_kcal_mol=0.0 energy_ev=-107421.281 charge=+1 orbital_gap_ev=7.48
H -1.8914 0.4301 -3.2196
C 2.4865 -1.9317 -4.0202
S 2.1670 1.3622 1.5827
C 1.8408 -5.3855 2.5423
H -3.9844 0.2384 2.1133
H 3.6210 0.1634 -5.0923
H -2.0081 -2.2155 -4.7287
H -4.4965 -1.4206 2.0202
C -2.1048 -0.1998 -4.0854
C 2.3061 1.4631 -2.2020
H 2.1670 -3.7332 -5.1317
C 0.5773 -0.9953 -2.9257
C -0.2634 -1.8704 -3.6552
H -0.9113 -2.6609 -1.0569
H -1.5246 0.1901 -4.9207
C -1.7623 -1.6644 -3.8147
C 3.1771 0.9000 -4.4273
C -2.6569 -2.2365 -2.7283
C -3.1440 -0.8945 0.4955
H 4.9076 -0.6726 1.3921
H -1.2146 -5.1198 -0.9629
H -2.5250 -1.7038 -1.7909
H -3.1630 -1.3962 3.9184
C -1.5472 -0.1241 3.3252
H -2.1371 0.2453 -0.8831
C 1.0701 -3.2907 1.4515
C 0.8484 3.6648 0.7373
C 1.7146 -2.9410 -4.5520
N -2.1010 0.0989 0.1272
Cl 5.1093 0.8098 -0.4177
H 0.4375 0.2606 2.9896
C 1.9377 -0.8933 -3.2605
H 3.1315 -6.9255 3.0862
H -4.0001 -0.7778 -0.1743
C 3.4951 -6.8060 -1.3621
H -3.7064 -2.1353 -3.0094
C 2.5217 5.3673 2.0351
H 5.5417 -1.4729 -0.0994
C 2.7177 3.9989 2.1119
O 0.0580 -0.2768 -1.8901
N 2.9066 -8.2932 0.8268
H 3.2041 6.0195 2.5592
C 0.1597 -5.3434 0.6748
H -1.8631 0.8686 2.9948
C 0.3341 -2.8503 -4.4336
N 3.4508 -8.1289 -1.4803
H -3.1630 -0.0984 -4.3314
C 1.8831 3.0802 1.4647
Cl 4.0548 3.4242 3.0508
C 3.1641 -8.7999 -0.3719
H -2.3566 0.9968 0.5340
H -2.1196 -2.1046 2.7189
H -0.2996 -3.5357 -4.9832
C 1.0154 -4.6724 1.5484
C 4.8509 -0.7441 0.3113
H 2.1933 1.2353 -1.1366
C 2.6386 -6.4144 2.2687
N -0.2569 -0.4205 2.6756
H -2.4673 -3.2972 -2.5499
C 0.6146 5.0206 0.6294
N 0.3893 -2.5877 0.5374
C 2.8438 0.3164 -3.0435
H -0.2085 5.3872 0.0359
C 1.4706 5.8840 1.2954
C -0.5577 -4.6274 -0.2624
Cl 3.2200 -1.4555 -0.0471
Cl -0.2719 2.6230 -0.1602
H 3.1412 -9.8799 -0.4509
H -2.7429 -1.8956 0.3273
H 1.7674 -5.0495 3.5693
H 1.3211 6.9512 1.2353
H 3.0028 2.3025 -2.2211
H 1.3460 1.8028 -2.5891
H -1.4094 -0.0547 4.4083
C -2.6128 -1.1679 3.0047
H 1.7224 -2.7257 2.1080
C 3.2382 -6.1595 -0.1650
C -3.6185 -0.7777 1.9300
H 0.0693 -6.4196 0.7322
H 3.2959 -5.0831 -0.0869
Y 0.4533 -0.1374 0.1243
C -0.4039 -3.2511 -0.3075
H 3.5505 -1.9105 -4.2204
H 3.7460 -6.2443 -2.2550
H 0.0682 -1.3193 3.0237
H 2.2666 1.2691 -4.9029
H 3.8717 1.7349 -4.3333
C 2.9239 -6.9630 0.9252
H 3.7796 -0.0383 -2.5996